[1]
13
Properties=species:S:1:pos:R:3:mulliken_charge:R:1 method="wB97M-V/def2-TZVPD" e_lumo_ev=0.59 charge=0 relative_energy_kj_mol=204.7 gap_ev=7.906
N 0.7194 2.3500 0.2564 -0.61
C 0.1604 1.1076 -0.1696 0.75
C -1.2375 0.9986 -0.2090 -0.51
C -1.5855 -0.3403 0.0844 0.29
O -2.7815 -0.8987 0.0541 -0.55
N -0.4075 -1.0458 0.1091 -0.17
C 0.6601 -0.1575 -0.0525 -0.36
Cl 2.1060 -0.9603 -0.0166 -0.25
H 0.5363 3.0941 -0.3293 0.27
H 1.6893 2.0759 0.0541 0.27
H -1.9060 1.9246 -0.1343 0.21
H -3.5715 -0.2274 -0.0547 0.36
H -0.4659 -2.1324 -0.1654 0.30

***

[2]
70
Properties=species:S:1:pos:R:3:mulliken_charge:R:1 method="wB97M-V/def2-TZVPD" e_lumo_ev=-1.23 charge=0 gap_ev=7.352
C -1.1736 -2.1015 -0.0574 -1.04
C -0.0763 -1.3409 -0.8410 -0.09
B 0.1679 0.1578 -0.4800 0.23
O 1.3994 0.5224 0.0130 -0.51
C -0.9268 1.3076 -0.6136 0.28
C -0.6614 2.5459 -0.1825 -0.12
C -1.6637 3.6217 -0.2463 0.04
O -1.3423 4.7738 -0.1112 -0.61
C -3.0995 3.2380 -0.4537 0.32
N -3.9871 4.2201 -0.0840 -0.53
C -3.3965 2.0061 -0.9359 -0.25
P -5.1562 1.5728 -1.1907 -0.11
C -5.2091 0.6073 -2.7415 -1.06
C -5.2758 0.2228 0.0430 -0.95
C -2.2802 1.0670 -1.2325 0.23
O -2.4295 0.1180 -1.9752 -0.56
H -1.4215 -1.6183 0.8931 0.33
H -0.8525 -3.1274 0.1403 0.18
H -2.1021 -2.1633 -0.6308 0.29
H 0.8680 -1.8894 -0.7764 0.22
H -0.3584 -1.3170 -1.9023 0.36
H 1.7220 1.3880 -0.2666 0.13
H 0.2916 2.8446 0.2546 0.70
H -3.5700 5.1418 -0.1621 0.26
H -4.8646 4.1723 -0.5929 0.29
H -6.2659 0.4699 -2.9893 0.41
H -4.7296 -0.3663 -2.6542 0.24
H -4.7306 1.1507 -3.5574 0.32
H -6.2462 -0.2686 -0.0487 0.40
H -5.1828 0.6631 1.0400 0.30
H -4.4792 -0.5168 -0.0873 0.15
C 2.7133 -4.9575 -1.4228 -0.53
C 2.7588 -6.1565 -0.4762 -0.63
C 1.4842 -5.9517 0.3315 -0.04
O 0.5516 -5.3163 -0.5479 -0.38
C 1.2235 -4.8691 -1.7258 -0.07
H 3.3150 -5.0875 -2.3215 0.39
H 3.0514 -4.0567 -0.9063 0.21
H 2.7087 -7.0887 -1.0435 0.26
H 3.6480 -6.1837 0.1516 0.36
H 1.6736 -5.2999 1.1830 -0.08
H 1.0449 -6.8834 0.6915 0.30
H 0.9505 -5.5190 -2.5648 0.30
H 0.8887 -3.8563 -1.9528 -0.03
C 2.6921 6.2995 -0.7306 -0.65
C 2.9231 5.1506 -1.7103 -0.68
C 3.0502 3.9659 -0.7625 -0.09
O 2.2170 4.2547 0.3590 -0.40
C 1.8143 5.6364 0.3233 -0.13
H 2.2135 7.1662 -1.1833 0.35
H 3.6412 6.6204 -0.2960 0.26
H 2.0529 5.0267 -2.3584 0.29
H 3.8023 5.2789 -2.3396 0.37
H 4.0822 3.8340 -0.4216 0.32
H 2.7222 3.0280 -1.2209 0.11
H 0.7594 5.6808 0.0519 0.07
H 1.9430 6.0667 1.3167 0.29
C 0.6686 -1.8807 4.0839 -0.68
C 1.0860 -0.8067 3.0836 0.23
C 2.3631 -1.4004 2.5061 -0.36
O 2.1869 -2.8217 2.5328 -0.41
C 1.0467 -3.1481 3.3328 -0.36
H -0.3885 -1.8506 4.3447 0.32
H 1.2512 -1.7911 5.0032 0.29
H 0.3300 -0.7016 2.3025 -0.42
H 1.2477 0.1718 3.5338 0.42
H 3.2270 -1.1342 3.1259 0.33
H 2.5539 -1.0779 1.4853 0.09
H 0.2272 -3.4660 2.6795 0.17
H 1.3071 -3.9779 3.9920 0.37

***

[3]
16
Properties=species:S:1:pos:R:3:mulliken_charge:R:1 method="wB97M-V/def2-TZVPD" e_lumo_ev=3.43 charge=-1 relative_energy_kj_mol=190.9 gap_ev=6.193
C -1.5694 0.0030 -1.3854 -0.67
S -1.1282 1.7576 -1.1141 -0.17
C -0.0242 1.6537 0.3123 -0.37
H -2.3961 -0.0611 -2.0853 0.32
H -0.6350 -0.5160 -1.5710 0.15
H -1.9688 -0.4526 -0.4729 0.26
H 0.6346 0.7812 0.3491 -0.05
H -0.5428 1.7432 1.2679 0.24
H 0.6029 2.5183 0.0859 0.30
N 2.1230 -1.5534 1.9295 -0.70
C 1.4093 -1.6816 0.5732 -0.29
O 0.0942 -1.7036 0.6591 -0.74
H 2.7543 -2.3412 2.0878 0.24
H 1.3771 -1.8411 2.5658 0.23
H 1.8918 -2.5719 0.0883 0.11
H 1.8274 -0.8237 -0.0213 0.14

***

[4]
8
Properties=species:S:1:pos:R:3:mulliken_charge:R:1 method="wB97M-V/def2-TZVPD" e_lumo_ev="-0.51 / -0.51" charge=0 relative_energy_kj_mol=628.3 gap_ev="7.641 / 7.640"
C 0.6382 0.1457 1.0737 -0.17
C -1.2190 0.9097 0.6999 -0.11
C 1.2796 -0.2267 -0.1670 -0.64
S -2.0234 -0.3444 0.0133 -0.09
H 0.6565 -0.4851 -1.0256 0.29
H 2.0259 -1.0015 0.0334 0.28
H 1.8344 0.6915 -0.4030 0.29
H -3.1920 0.3108 -0.2247 0.16

***

[5]
79
Properties=species:S:1:pos:R:3:mulliken_charge:R:1 method="wB97M-V/def2-TZVPD" e_lumo_ev=-10.13 charge=+3 relative_energy_kj_mol=0.0 gap_ev=7.193
Ti -0.2402 0.0958 0.1730 -1.65
C -2.7730 1.1332 -2.3054 -1.98
C -2.5381 0.4770 -0.9692 0.98
C -2.5291 -0.9306 -0.8191 0.46
C -2.8108 -1.8698 -1.9592 -1.99
C -2.3776 -1.5007 0.4634 1.01
C -2.4763 -2.9814 0.6815 -1.80
C -2.2093 -0.6701 1.5925 1.20
C -2.0401 -1.2828 2.9559 -2.11
C -2.3394 0.7338 1.4661 1.25
C -2.5062 1.5329 2.7330 -2.18
C -2.4964 1.3113 0.1815 0.80
C -2.7797 2.7797 0.0235 -2.05
H -2.0898 1.9614 -2.4815 0.22
H -3.7815 1.5533 -2.3292 0.47
H -2.6842 0.4526 -3.1418 0.48
H -2.0267 -2.6219 -2.0515 0.53
H -2.9443 -1.3712 -2.9102 0.36
H -3.7441 -2.4004 -1.7600 0.43
H -1.5979 -3.3827 1.1855 0.38
H -2.6133 -3.5422 -0.2352 0.51
H -3.3298 -3.1879 1.3320 0.42
H -1.4768 -2.2132 2.9248 0.42
H -3.0217 -1.5293 3.3734 0.46
H -1.5603 -0.6072 3.6580 0.49
H -3.3219 1.0960 3.3128 0.39
H -2.7678 2.5676 2.5517 0.50
H -1.6231 1.5019 3.3703 0.42
H -2.3911 3.3773 0.8365 0.55
H -3.8649 2.9216 0.0041 0.31
H -2.3929 3.1872 -0.9062 0.47
C 0.9893 2.0020 -0.4322 0.04
C 0.6981 2.1539 0.9609 0.87
C 1.3048 1.0720 1.6513 0.93
C 2.0502 0.3079 0.7076 0.35
C 1.8621 0.8809 -0.5787 0.78
C 2.6787 0.5485 -1.7818 -1.13
C 3.0214 -0.7704 1.0523 -1.37
C 1.2984 0.8348 3.1310 -1.68
C 0.1375 3.3786 1.6066 -1.66
C 0.6532 2.9904 -1.5107 -1.26
H 2.8209 -0.5256 -1.8913 0.29
H 3.6683 0.9985 -1.6672 0.29
H 2.2422 0.9579 -2.6909 0.45
H 3.1862 -1.4616 0.2279 0.32
H 2.7194 -1.3327 1.9359 0.36
H 3.9840 -0.3070 1.2869 0.40
H 0.9337 -0.1614 3.3949 0.28
H 0.6991 1.5761 3.6549 0.44
H 2.3155 0.9028 3.5227 0.38
H -0.5480 3.1672 2.4218 0.37
H -0.3503 4.0363 0.8934 0.54
H 0.9749 3.9339 2.0381 0.32
H -0.2910 2.7762 -2.0124 0.03
H 1.4319 3.0101 -2.2713 0.47
H 0.5786 3.9957 -1.1001 0.44
C 2.4592 -1.4973 -4.8377 -0.74
N 0.9787 -1.6704 -4.9199 0.11
C 0.4374 -0.9950 -6.1421 -0.78
C 0.2536 -1.2022 -3.6916 -1.15
C 0.5538 -1.9826 -2.4261 1.04
C 0.9451 -3.3200 -2.4760 -0.45
C 1.1507 -4.0694 -1.3236 -1.59
C 0.9481 -3.4935 -0.0826 -1.21
C 0.5320 -2.1678 -0.0480 -0.88
C 0.3330 -1.3961 -1.1770 1.91
H 2.9171 -1.9458 -5.7160 0.42
H 2.8387 -1.9791 -3.9416 0.31
H 2.6834 -0.4332 -4.8202 0.37
H 0.7917 -2.6682 -5.0329 0.41
H 0.5847 0.0779 -6.0423 0.39
H -0.6207 -1.2215 -6.2470 0.33
H 0.9745 -1.3559 -7.0157 0.37
H -0.8101 -1.2743 -3.9263 0.44
H 0.4960 -0.1479 -3.5634 0.21
H 1.1021 -3.8271 -3.4222 0.42
H 1.4661 -5.1010 -1.4016 0.49
H 1.1126 -4.0558 0.8270 0.65
H 0.4042 -1.7517 0.9824 0.95

***

[6]
114
Properties=species:S:1:pos:R:3:mulliken_charge:R:1 method="wB97M-V/def2-TZVPD" e_lumo_ev=0.14 charge=0 relative_energy_kj_mol=64.4 gap_ev=7.309
Ti 0.4816 1.4328 -0.5185 -0.60
C -5.9510 -2.7206 1.6660 -1.71
C -4.4915 -3.0235 2.0342 2.05
C -4.1457 -4.4640 1.6256 -1.56
C -4.3400 -2.9143 3.5525 -1.90
C -3.5704 -2.0557 1.2986 -0.29
C -2.7354 -1.1616 1.9425 -0.41
C -1.8796 -0.3684 1.2008 -0.32
Se -0.5780 0.7800 2.0549 0.13
C 0.7641 -0.6035 2.1894 0.09
C 0.7102 -1.5255 3.2161 -0.67
C 1.6348 -2.5569 3.2605 -0.34
C 2.6399 -2.5411 2.2983 -0.53
C 2.7344 -1.6199 1.2606 0.12
C 1.7134 -0.6543 1.1568 0.72
O 1.5787 0.1996 0.1517 -0.31
C 3.9590 -1.7327 0.3390 2.32
C 3.9805 -0.7072 -0.7991 -1.95
C 3.9947 -3.1299 -0.3000 -1.92
C 5.2167 -1.5053 1.1937 -1.89
C 1.5883 -3.6723 4.3003 2.12
C 0.3585 -3.5649 5.2044 -2.13
C 2.8470 -3.6019 5.1778 -1.73
C 1.5331 -5.0297 3.5820 -1.56
C -1.8126 -0.4033 -0.1956 0.56
O -0.8909 0.3458 -0.7973 1.69
C -2.7135 -1.2639 -0.8717 -0.83
C -3.5409 -2.0614 -0.0976 -0.29
C -2.7493 -1.3423 -2.3996 2.52
C -3.0084 0.0559 -2.9662 -0.79
C -3.8624 -2.2642 -2.9018 -2.51
C -1.3996 -1.8827 -2.9055 -1.36
H -6.6282 -3.4079 2.1781 0.48
H -6.1212 -2.8181 0.5934 0.30
H -6.2102 -1.7012 1.9569 0.36
H -4.7680 -5.1723 2.1770 0.49
H -3.0991 -4.6798 1.8490 0.28
H -4.3060 -4.6341 0.5608 0.30
H -5.0047 -3.6294 4.0394 0.46
H -4.6029 -1.9157 3.9055 0.38
H -3.3173 -3.1420 3.8604 0.17
H -2.7115 -1.0730 3.0206 0.49
H -0.0727 -1.4246 3.9552 0.44
H 3.3990 -3.3105 2.3582 0.29
H 3.1283 -0.8540 -1.4618 0.33
H 4.9044 -0.8345 -1.3701 0.55
H 3.9505 0.3024 -0.3868 0.04
H 3.0844 -3.2990 -0.8780 0.35
H 4.0722 -3.9172 0.4494 0.38
H 4.8547 -3.2110 -0.9686 0.49
H 5.1636 -0.5322 1.6851 0.35
H 6.1097 -1.5368 0.5650 0.47
H 5.3149 -2.2678 1.9671 0.36
H 0.3657 -2.6362 5.7774 0.37
H 0.3581 -4.3959 5.9114 0.47
H -0.5626 -3.6159 4.6203 0.33
H 2.8940 -2.6417 5.6942 0.36
H 3.7523 -3.7093 4.5793 0.31
H 2.8338 -4.3985 5.9252 0.47
H 0.6509 -5.0828 2.9414 0.30
H 1.4808 -5.8382 4.3144 0.47
H 2.4133 -5.1914 2.9597 0.31
H -4.2076 -2.7418 -0.6083 0.42
H -3.9382 0.4667 -2.5693 0.38
H -3.0864 0.0218 -4.0558 0.50
H -2.2086 0.7370 -2.7010 -0.66
H -4.8361 -1.9252 -2.5429 0.44
H -3.7048 -3.2985 -2.5887 0.39
H -3.8796 -2.2425 -3.9923 0.47
H -0.5776 -1.2633 -2.5525 -0.17
H -1.3832 -1.8969 -3.9984 0.43
H -1.2425 -2.9019 -2.5445 0.33
N 0.7037 4.1269 1.8747 -0.29
N -0.6839 4.1710 1.6553 -0.09
C -1.2720 3.4326 0.6361 -0.32
O -2.4777 3.3115 0.6161 -0.72
O -0.4413 2.9417 -0.2577 0.09
H 0.9860 3.2830 2.3675 0.10
H 0.9648 4.9272 2.4326 0.27
H -1.2861 4.2968 2.4530 0.26
O 1.4260 3.8576 -2.2998 -0.79
C 2.2541 3.6565 -1.4167 -0.16
C 3.5503 4.4443 -1.2594 -0.83
C 4.1902 3.8357 -0.0146 -0.78
C 3.1638 2.8032 0.4554 -0.12
O 3.2290 2.1799 1.4962 -0.64
N 2.1471 2.7025 -0.4608 1.77
H 3.3169 5.5028 -1.1495 0.31
H 4.1487 4.3192 -2.1617 0.27
H 4.3638 4.5553 0.7837 0.37
H 5.1370 3.3367 -0.2240 0.28
S -2.1649 3.3112 -3.4717 -0.39
C -1.9579 4.9476 -3.3076 0.63
N -0.7633 5.4316 -2.8365 0.26
C -0.4758 6.7493 -2.7434 -0.06
C -1.3832 7.6925 -3.1010 -0.83
C -2.6563 7.2593 -3.5541 -0.06
C -2.9355 5.9311 -3.6454 -0.88
H -0.0761 4.7280 -2.5588 -0.06
H 0.5112 7.0019 -2.3825 0.40
H -1.1408 8.7417 -3.0333 0.40
H -3.4043 7.9918 -3.8287 0.37
H -3.8942 5.5673 -3.9822 0.40
C 0.1123 1.1369 -5.0747 -0.75
N 1.4872 1.3581 -4.6558 -0.25
C 1.8839 1.2827 -3.3746 0.20
N 3.2055 1.4907 -3.1533 -0.22
O 1.1252 0.9351 -2.4453 0.29
H 0.1101 0.6174 -6.0326 0.38
H -0.4404 2.0689 -5.1560 0.20
H -0.3787 0.5272 -4.3223 0.17
H 2.0823 1.8512 -5.2977 0.24
H 3.8503 1.5648 -3.9171 0.23
H 3.5560 1.2995 -2.2304 -0.06